Formula: C38H98BrIN2O16S
Source: the OMol25 dataset
Level of theory: the ωB97M-V functional and the def2-TZVPD basis

CARTESIAN COORDINATES (ANGSTROEM)
Br (0.8527, -3.5020, -1.5614)
C (0.9870, -1.5338, -1.3670)
C (2.3124, -0.7078, -1.3322)
C (2.2878, 0.8672, -1.2264)
I (4.1307, 2.0918, -1.1808)
C (0.9728, 1.6735, -1.1340)
C (-0.3660, 0.8617, -1.1229)
N (-1.6438, 1.5269, -1.0001)
S (-2.7000, 0.1827, -1.0582)
N (-1.7248, -1.2012, -1.2553)
C (-0.3544, -0.7095, -1.2510)
H (3.3042, -1.2647, -1.4171)
H (0.9403, 2.8201, -1.0749)
C (-6.3446, 1.9549, -3.6134)
C (-6.0136, 2.6449, -2.3054)
O (-4.6896, 2.3113, -1.8950)
H (-6.2583, 0.8703, -3.5075)
H (-7.3594, 2.1980, -3.9369)
H (-5.6437, 2.2558, -4.3978)
H (-6.7023, 2.3254, -1.5201)
H (-6.0866, 3.7320, -2.4071)
H (-4.0861, 2.6049, -2.5907)
C (-5.1896, 2.7362, 2.1779)
C (-4.9953, 1.2862, 1.7875)
O (-5.8601, 0.9518, 0.7101)
H (-6.2259, 2.9217, 2.4727)
H (-4.5328, 3.0063, 3.0087)
H (-4.9758, 3.3941, 1.3299)
H (-5.2288, 0.6284, 2.6276)
H (-3.9611, 1.0996, 1.4797)
H (-5.6388, 1.5335, -0.0301)
C (-8.4266, -2.2434, 3.4208)
C (-7.0985, -1.6383, 3.0128)
O (-6.3689, -1.2408, 4.1678)
H (-9.0157, -1.5234, 3.9955)
H (-9.0020, -2.5500, 2.5437)
H (-8.2729, -3.1153, 4.0632)
H (-7.2561, -0.7554, 2.3894)
H (-6.4973, -2.3566, 2.4474)
H (-6.2274, -2.0306, 4.7080)
C (-3.7461, -5.5774, 3.2302)
C (-4.6364, -4.3749, 3.4717)
O (-5.8923, -4.7955, 3.9930)
H (-4.2193, -6.2704, 2.5295)
H (-2.7785, -5.2718, 2.8248)
H (-3.5795, -6.1286, 4.1606)
H (-4.8177, -3.8400, 2.5371)
H (-4.1751, -3.6815, 4.1822)
H (-5.7214, -5.2600, 4.8233)
C (1.9852, -1.6112, -4.8886)
C (3.1658, -2.4005, -5.4156)
O (3.9199, -2.9374, -4.3308)
H (2.3253, -0.7975, -4.2422)
H (1.4003, -1.1887, -5.7094)
H (1.3334, -2.2481, -4.2832)
H (3.8261, -1.7562, -6.0012)
H (2.8311, -3.2240, -6.0535)
H (3.3310, -3.5122, -3.8235)
C (5.5380, 0.6867, -8.0988)
C (5.6114, 1.6355, -6.9193)
O (5.1047, 1.0043, -5.7500)
H (4.5058, 0.3705, -8.2736)
H (5.9199, 1.1618, -9.0061)
H (6.1199, -0.2176, -7.9039)
H (5.0114, 2.5284, -7.1085)
H (6.6442, 1.9465, -6.7317)
H (5.6461, 0.2206, -5.5842)
C (-5.5911, -3.4963, 8.1158)
C (-4.3285, -4.2835, 7.8252)
O (-3.3324, -3.4244, 7.2855)
H (-5.9687, -3.0262, 7.2037)
H (-6.3693, -4.1440, 8.5269)
H (-5.3900, -2.6919, 8.8291)
H (-4.5287, -5.0721, 7.0960)
H (-3.9373, -4.7474, 8.7361)
H (-3.1564, -2.7359, 7.9405)
C (-2.4462, 5.4574, 0.9761)
C (-3.1143, 6.3861, 1.9704)
O (-2.1315, 7.0322, 2.7715)
H (-1.8466, 4.7052, 1.4967)
H (-3.1880, 4.9495, 0.3562)
H (-1.7671, 6.0118, 0.3271)
H (-3.7768, 5.8249, 2.6334)
H (-3.7066, 7.1498, 1.4560)
H (-1.5557, 7.5327, 2.1783)
C (-3.4914, 6.0738, 5.6903)
C (-4.3726, 7.2834, 5.9280)
O (-5.6325, 6.8790, 6.4522)
H (-3.9701, 5.3810, 4.9931)
H (-2.5228, 6.3716, 5.2824)
H (-3.3272, 5.5248, 6.6228)
H (-4.5515, 7.8158, 4.9915)
H (-3.9040, 7.9756, 6.6348)
H (-5.4671, 6.4169, 7.2846)
C (8.8568, -1.0442, -10.5317)
C (8.9275, -0.0994, -9.3485)
O (8.4209, -0.7353, -8.1810)
H (7.8256, -1.3616, -10.7078)
H (9.2381, -0.5656, -11.4369)
H (9.4407, -1.9492, -10.3397)
H (8.3259, 0.7926, -9.5353)
H (9.9592, 0.2133, -9.1591)
H (8.9633, -1.5183, -8.0168)
C (1.6941, -3.6030, 2.9226)
C (1.8908, -5.0441, 2.5278)
O (1.0223, -5.3665, 1.4537)
H (0.6574, -3.4252, 3.2210)
H (2.3517, -3.3302, 3.7520)
H (1.9004, -2.9397, 2.0770)
H (1.6619, -5.7068, 3.3653)
H (2.9234, -5.2292, 2.2146)
H (1.2494, -4.7707, 0.7140)
C (1.0394, 0.6379, 4.2346)
C (1.7425, 0.1309, 5.4771)
O (2.9984, -0.4330, 5.1243)
H (0.8897, -0.1734, 3.5172)
H (0.0693, 1.0722, 4.4882)
H (1.6458, 1.3975, 3.7322)
H (1.1445, -0.6428, 5.9634)
H (1.9094, 0.9401, 6.1950)
H (3.5218, 0.2620, 4.7033)
C (2.1805, -6.0597, -8.7813)
C (2.4027, -5.6333, -7.3438)
O (1.6173, -4.4844, -7.0449)
H (2.4440, -5.2498, -9.4666)
H (2.7826, -6.9382, -9.0254)
H (1.1268, -6.2958, -8.9565)
H (3.4517, -5.3776, -7.1786)
H (2.1296, -6.4358, -6.6514)
H (0.6902, -4.7203, -7.1845)
C (-0.2875, 5.6422, -3.6346)
C (-0.2983, 5.5700, -2.1206)
O (-1.5656, 5.1188, -1.6588)
H (-1.0677, 6.3196, -3.9916)
H (0.6798, 5.9934, -4.0021)
H (-0.4937, 4.6600, -4.0702)
H (-0.1136, 6.5566, -1.6896)
H (0.4735, 4.8840, -1.7568)
H (-1.7185, 4.2412, -2.0365)
C (5.0338, -5.9878, 4.6179)
C (4.9217, -6.0704, 6.1274)
O (5.5077, -4.9217, 6.7272)
H (6.0813, -5.9128, 4.3144)
H (4.5914, -6.8683, 4.1451)
H (4.5278, -5.0942, 4.2405)
H (5.4463, -6.9519, 6.5021)
H (3.8741, -6.1337, 6.4388)
H (5.0329, -4.1464, 6.3984)
C (6.5558, 5.8310, -0.4524)
C (6.7019, 5.4323, 1.0029)
O (5.4744, 4.9087, 1.4943)
H (5.7679, 6.5799, -0.5677)
H (7.4914, 6.2405, -0.8410)
H (6.2686, 4.9693, -1.0630)
H (6.9672, 6.2989, 1.6120)
H (7.4816, 4.6735, 1.1241)
H (5.2507, 4.1372, 0.9565)

DFT total energy (a.u.): -6089.531406
Multiplicity: 1

Here are the Löwdin charges for atoms 1 to 2, given in e: 0.731 -0.517



Formula: C38H98I2NbO16
Source: the OMol25 dataset
Level of theory: the ωB97M-V functional and the def2-TZVPD basis

CARTESIAN COORDINATES (ANGSTROEM)
C (-0.7630, 7.5496, 0.3771)
C (-1.5570, 6.1981, -0.0508)
C (-0.6648, 5.0313, -0.6644)
C (-2.9446, 6.1759, 0.2016)
C (-4.0350, 5.2582, -0.5686)
C (-4.2266, 3.8260, 0.1020)
C (-3.6025, 2.5449, -0.6212)
C (-3.0141, 2.7526, -2.0906)
C (-2.5843, 1.8384, 0.4298)
C (-1.3402, 1.0652, -0.2866)
Nb (-0.4367, -0.6017, 0.9851)
C (-0.7457, -2.0488, -0.8103)
C (0.5088, -2.9891, -1.0908)
O (0.4367, -3.9096, -1.9797)
C (0.3401, -2.4421, 2.1191)
C (0.3792, -2.2970, 3.6950)
C (-0.7800, -1.8885, 4.6237)
C (-0.5248, -1.8714, 6.1730)
C (0.8116, -2.2484, 6.8410)
C (1.0951, -2.2899, 8.4131)
C (1.9920, -2.6375, 5.9058)
C (1.7491, -2.6593, 4.3869)
C (1.7052, -0.1292, 0.4384)
I (2.6062, 0.8234, 2.2385)
C (1.9725, 0.8921, -0.7642)
C (3.6020, 1.0833, -0.8486)
I (1.3666, 0.1836, -2.7309)
H (0.0229, 7.7908, -0.4202)
H (-1.5209, 8.3961, 0.4609)
H (-0.2032, 7.3803, 1.3714)
H (0.3562, 5.0602, -0.1599)
H (-0.5966, 5.1086, -1.8137)
H (-1.1472, 4.0270, -0.3861)
H (-3.3367, 6.9121, 0.9950)
H (-3.8502, 5.2920, -1.6890)
H (-5.0309, 5.8271, -0.4107)
H (-5.3649, 3.6566, 0.2268)
H (-3.8232, 3.8895, 1.1799)
H (-4.4658, 1.7821, -0.7337)
H (-3.7800, 3.3766, -2.6828)
H (-1.9508, 3.1510, -2.1503)
H (-3.0181, 1.7210, -2.6006)
H (-3.1722, 1.0423, 1.0051)
H (-2.1040, 2.5899, 1.1611)
H (-0.6142, 1.8947, -0.5870)
H (-1.6562, 0.5531, -1.2770)
H (-0.3461, 0.4649, 2.4661)
H (-2.1368, -1.0364, 1.4802)
H (-0.9985, -1.4965, -1.7777)
H (-1.6084, -2.7492, -0.4868)
H (1.4994, -2.9370, -0.5248)
H (1.3924, -2.6917, 1.7209)
H (-0.3418, -3.3300, 1.8424)
H (-1.7933, -1.6324, 4.1651)
H (-1.3951, -1.6027, 6.8705)
H (1.7415, -3.2340, 8.5877)
H (0.1451, -2.4754, 9.0431)
H (1.7120, -1.4140, 8.8032)
H (3.0272, -2.9304, 6.2950)
H (2.6319, -2.9832, 3.7279)
H (2.3871, -1.0450, 0.2478)
H (1.5851, 1.9630, -0.5734)
H (3.9045, 1.2282, -1.9529)
H (3.9545, 2.0229, -0.2958)
H (4.0866, 0.1232, -0.4688)
C (-5.6834, 8.7449, -0.2848)
O (-5.7938, 7.8183, 0.7857)
H (-4.7179, 8.6053, -0.7719)
H (-6.4828, 8.5683, -1.0086)
H (-5.7492, 9.7646, 0.1028)
H (-6.6551, 7.9621, 1.1994)
C (0.8565, -6.4197, 2.0602)
O (0.0812, -6.3892, 0.8710)
H (0.4946, -7.2268, 2.6982)
H (1.9053, -6.5996, 1.8090)
H (0.7557, -5.4683, 2.5893)
H (0.4239, -5.6669, 0.3274)
C (4.5988, -1.6949, -3.8487)
O (4.4423, -3.0003, -3.3089)
H (5.6616, -1.4545, -3.8890)
H (4.1814, -1.6628, -4.8589)
H (4.0879, -0.9715, -3.2101)
H (3.4935, -3.1865, -3.2845)
C (-5.2932, 7.9855, 4.3379)
O (-4.9796, 8.6372, 3.1173)
H (-5.2647, 8.7176, 5.1460)
H (-6.2959, 7.5522, 4.2787)
H (-4.5591, 7.2003, 4.5365)
H (-5.0117, 7.9644, 2.4137)
C (-5.0272, 1.4916, -5.0330)
O (-4.9443, 1.2613, -3.6355)
H (-5.3597, 2.5165, -5.2011)
H (-4.0436, 1.3512, -5.4891)
H (-5.7472, 0.8003, -5.4793)
H (-4.6485, 0.3495, -3.5142)
C (6.6281, 2.4204, 1.2773)
O (6.4537, 1.1105, 1.7978)
H (7.6932, 2.6511, 1.2518)
H (6.2231, 2.4706, 0.2636)
H (6.1175, 3.1417, 1.9200)
H (5.5037, 0.9311, 1.8103)
C (5.1907, 3.6510, -4.4276)
O (5.0340, 2.3479, -3.8881)
H (6.2539, 3.8895, -4.4669)
H (4.7753, 3.6847, -5.4382)
H (4.6808, 4.3782, -3.7901)
H (4.0863, 2.1611, -3.8639)
C (-4.8518, -1.7079, 4.4150)
O (-4.5395, -1.0533, 3.1956)
H (-4.8242, -0.9767, 5.2236)
H (-5.8532, -2.1429, 4.3550)
H (-4.1160, -2.4925, 4.6120)
H (-4.5699, -1.7204, 2.4978)
C (8.8227, 5.5045, 2.5811)
O (8.0498, 5.5405, 1.3906)
H (8.4543, 4.6977, 3.2150)
H (9.8717, 5.3202, 2.3347)
H (8.7261, 6.4547, 3.1128)
H (8.3948, 6.2605, 0.8484)
C (-3.4164, -5.7374, -0.8449)
O (-3.5625, -4.8926, -1.9771)
H (-4.3004, -6.3696, -0.7605)
H (-2.5317, -6.3673, -0.9677)
H (-3.3195, -5.1287, 0.0579)
H (-2.7670, -4.3453, -2.0271)
C (4.2250, -5.1199, -6.2984)
O (5.0185, -5.8340, -5.3635)
H (4.4293, -5.5011, -7.2997)
H (3.1666, -5.2628, -6.0652)
H (4.4770, -4.0572, -6.2571)
H (4.8178, -5.4761, -4.4875)
C (-4.7275, -7.4031, 1.9203)
O (-4.8788, -6.2538, 2.7404)
H (-5.4055, -7.3218, 1.0706)
H (-3.6981, -7.4617, 1.5578)
H (-4.9736, -8.3002, 2.4948)
H (-4.2692, -6.3507, 3.4827)
C (-2.6046, -3.4287, -4.9391)
O (-1.4319, -2.7884, -4.4654)
H (-2.9247, -2.9467, -5.8639)
H (-2.3929, -4.4829, -5.1357)
H (-3.3963, -3.3389, -4.1909)
H (-1.1717, -3.2359, -3.6464)
C (1.2821, -7.5203, -6.2570)
O (2.1743, -8.3143, -5.4899)
H (0.3179, -8.0265, -6.3115)
H (1.1527, -6.5463, -5.7778)
H (1.6811, -7.3915, -7.2669)
H (3.0191, -7.8446, -5.4568)
C (5.3444, -2.2576, 2.5826)
O (6.6268, -1.6509, 2.5261)
H (5.4505, -3.2598, 3.0007)
H (4.6825, -1.6675, 3.2222)
H (4.9247, -2.3281, 1.5744)
H (6.5139, -0.7656, 2.1541)

DFT total energy (a.u.): -3362.121050
Multiplicity: 1
Total charge: -1

Here are the Löwdin charges for atoms 1 to 2, given in e: -0.099 -0.289